C18H21I2NO2S3SbW | ωB97M-V with the def2-TZVPD basis set

Summary:
Relative energy (zero: lowest compared OMol25 entry of this formula, charge and spin) = 1.9539 eV
Largest force on an atom = 1.36 eV/Å
Spin multiplicity = 2
Net charge = +2
HOMO-LUMO gap (alpha / beta) = 0.2286 / 0.2131 hartree
HOMO energy (alpha / beta) = -14.628 / -14.604 eV
LUMO energy (alpha / beta) = -0.3090 / -0.3236 Eh

Structure (XYZ):
```
49
C18H21I2NO2S3SbW, DFT ωB97M-V with the def2-TZVPD basis set
W -0.3741 -0.1151 -0.1706
C -0.7052 3.0893 0.5456
N -1.1817 2.0560 -0.4199
C -2.6791 2.0528 -0.3143
C -0.8044 2.5487 -1.7958
C 0.0459 1.5972 -2.5554
C 0.4352 1.9273 -3.8479
C 1.1925 1.0438 -4.5978
C 1.5490 -0.1999 -4.0719
C 1.1864 -0.5326 -2.7848
C 0.4596 0.3843 -2.0072
H -1.1380 4.0476 0.2528
H 0.3810 3.1520 0.5207
H -1.0298 2.8391 1.5497
H -3.0484 3.0422 -0.5860
H -2.9637 1.8411 0.7137
H -3.1078 1.3099 -0.9797
H -0.2656 3.4898 -1.6787
H -1.7171 2.7736 -2.3490
H 0.1338 2.8773 -4.2741
H 1.4917 1.3124 -5.6020
H 2.1085 -0.9066 -4.6701
H 1.4507 -1.5047 -2.3980
C -1.4143 -3.4909 1.8525
C -1.5936 -2.4151 0.8236
O -0.3095 -1.8754 0.3934
C -2.3976 -2.7659 -0.3899
C -3.0667 -3.9703 -0.5532
C -3.8060 -4.2001 -1.7074
C -3.8747 -3.2325 -2.7006
C -3.2146 -2.0190 -2.5502
C -2.4947 -1.8182 -1.3958
O -1.8259 -0.6237 -1.2139
H -0.6939 -3.1885 2.6117
H -1.0321 -4.3986 1.3825
H -2.3687 -3.7091 2.3289
H -3.0252 -4.7302 0.2147
H -4.3287 -5.1382 -1.8286
H -4.4480 -3.4162 -3.5988
H -3.2513 -1.2511 -3.3111
I 3.6012 2.0206 -0.4795
C 4.0752 -0.0082 -0.7940
I 2.7164 -1.4150 0.0332
H 5.0212 -0.1942 -0.3001
H 4.1228 -0.2042 -1.8573
S -2.0395 1.6829 3.9370
Sb -0.9200 -0.3301 3.4611
S 0.5864 0.7138 1.8449
S -2.4222 -0.8673 1.5514
```

***

C18H21N3O2 | ωB97M-V with the def2-TZVPD basis set

Summary:
Relative energy (zero: lowest compared OMol25 entry of this formula, charge and spin) = 1.5286 eV
Largest force on an atom = 0.46 eV/Å
Structure (SMILES) = CCOc1ccc(C(=O)N2CCN(c3ccccn3)CC2)cc1
HOMO-LUMO gap = 0.3231 hartree
HOMO energy = -7.963 eV
LUMO energy = 0.0305 Eh

Structure (XYZ):
```
44
C18H21N3O2, DFT ωB97M-V with the def2-TZVPD basis set
C -6.6038 -0.3797 -0.6543
C -5.3086 0.4146 -0.5935
O -4.3539 -0.3743 0.0894
C -3.1019 0.1133 0.2758
C -2.6546 1.3577 -0.1594
C -1.3450 1.7419 0.0700
C -0.4640 0.9039 0.7403
C 0.9390 1.2862 1.0496
O 1.4100 1.1294 2.1633
N 1.6633 1.8686 0.0479
C 1.4043 1.6703 -1.3629
C 2.5522 0.8215 -1.9590
N 3.1316 -0.0033 -0.9199
C 2.3736 -1.0791 -0.5093
C 2.7784 -1.9328 0.5287
C 1.9852 -3.0150 0.8393
C 0.8223 -3.2470 0.1128
C 0.5254 -2.3690 -0.9109
N 1.2670 -1.3191 -1.2162
C 3.8576 0.8051 0.0407
C 3.0667 2.1078 0.3176
C -0.9273 -0.3229 1.2110
C -2.2217 -0.7209 0.9704
H -6.9480 -0.6041 0.3514
H -6.4399 -1.3160 -1.1806
H -7.3660 0.1940 -1.1737
H -5.4688 1.3607 -0.0578
H -4.9542 0.6409 -1.6090
H -3.3153 2.0363 -0.6759
H -1.0158 2.7166 -0.2599
H 1.3422 2.6421 -1.8660
H 0.4633 1.1365 -1.4843
H 2.1686 0.1752 -2.7464
H 3.3484 1.4535 -2.3598
H 3.6952 -1.7613 1.0691
H 2.2720 -3.6816 1.6403
H 0.1783 -4.0824 0.3350
H -0.3584 -2.4954 -1.5238
H 3.9761 0.2540 0.9707
H 4.8494 1.0384 -0.3624
H 3.4019 2.9243 -0.3263
H 3.1713 2.4014 1.3620
H -0.2518 -0.9593 1.7618
H -2.5861 -1.6754 1.3152
```

***

C18H21N3O3 | ωB97M-V with the def2-TZVPD basis set

Summary:
Relative energy (zero: lowest compared OMol25 entry of this formula, charge and spin) = 1.9484 eV
Largest force on an atom = 2.26 eV/Å
Structure (SMILES) = COc1ncnc2c1oc1nc(C(C)C)c3c(c12)CC(C)(C)OC3
HOMO-LUMO gap = 0.3394 hartree
HOMO energy = -9.067 eV
LUMO energy = 0.0062 Eh

Structure (XYZ):
```
45
C18H21N3O3, DFT ωB97M-V with the def2-TZVPD basis set
C 3.7144 -1.8088 -4.9130
O 3.3227 -0.8791 -3.9170
C 2.6054 -1.3642 -2.8438
N 2.4363 -2.6724 -2.6659
C 1.7182 -3.0863 -1.6020
N 1.1484 -2.2810 -0.7238
C 1.3478 -0.9685 -0.9206
C 2.1075 -0.4628 -1.9283
O 2.0930 0.9260 -1.8868
C 1.3434 1.2746 -0.7768
N 1.0553 2.5134 -0.3735
C 0.4157 2.6292 0.8286
C 0.0621 4.0710 1.3038
C -0.3132 5.0472 0.1330
C 1.2873 4.6554 2.0143
C 0.0518 1.4875 1.6030
C 0.2770 0.1818 1.0910
C 0.9236 0.1487 -0.1280
C -0.1150 -1.0974 1.8173
C -0.9791 -0.7623 3.0458
C -2.4554 -0.6531 2.6106
C -0.8000 -1.8927 4.0763
O -0.5229 0.4145 3.7397
C -0.5846 1.6389 2.9960
H 4.2679 -1.3315 -5.7322
H 2.7748 -2.2853 -5.3378
H 4.4185 -2.5474 -4.5335
H 1.5243 -4.1564 -1.4685
H -0.7931 4.0908 2.0282
H -0.5323 6.0316 0.5647
H -1.1863 4.6615 -0.3870
H 0.5018 5.1558 -0.5500
H 1.5389 4.0492 2.8939
H 2.1534 4.6797 1.3256
H 1.1063 5.6778 2.3773
H 0.8637 -1.5605 2.0857
H -0.6762 -1.7447 1.1465
H -2.7786 -1.6685 2.2673
H -3.1223 -0.2619 3.4033
H -2.5595 0.0244 1.7430
H -0.9793 -2.8755 3.6004
H 0.2320 -1.8384 4.4555
H -1.4591 -1.7834 4.9007
H -0.0525 2.3906 3.5870
H -1.5690 2.0454 2.8629
```

***

C18H21N3O3S2 | ωB97M-V with the def2-TZVPD basis set

Summary:
Relative energy (zero: lowest compared OMol25 entry of this formula, charge and spin) = 0.0181 eV
Largest force on an atom = 0.64 eV/Å
Structure (SMILES) = CSCC[C@@H](NC(=O)c1cccc(C)c1)C(=O)Nc1sccc1C(N)=O
HOMO-LUMO gap = 0.3233 hartree
HOMO energy = -8.125 eV
LUMO energy = 0.0247 Eh

Structure (XYZ):
```
47
C18H21N3O3S2, DFT ωB97M-V with the def2-TZVPD basis set
C 4.3085 3.7809 -1.0339
S 2.5057 3.6552 -1.1756
C 2.1510 3.0915 0.5327
C 0.6605 3.0523 0.8166
C -0.1089 2.2191 -0.2181
N 0.4548 0.8979 -0.4060
C 0.4456 -0.0279 0.5913
O -0.0799 0.1788 1.6668
C 1.1274 -1.3049 0.2397
C 0.9587 -1.8998 -1.0060
C 1.6010 -3.0950 -1.2786
C 2.4118 -3.6881 -0.3271
C 2.5780 -3.1108 0.9273
C 3.4304 -3.7771 1.9638
C 1.9206 -1.9210 1.2009
C -1.5766 2.1151 0.1991
O -2.1479 2.9207 0.9017
N -2.2198 1.0525 -0.3446
C -3.5099 0.7427 -0.0290
S -4.4719 1.7524 0.9711
C -5.7946 0.6455 0.8062
C -5.4991 -0.4280 0.0379
C -4.1670 -0.3943 -0.4632
C -3.4778 -1.3734 -1.3027
N -4.1716 -2.4857 -1.6305
O -2.3270 -1.2120 -1.7076
H 4.6814 4.0830 -2.0067
H 4.7201 2.8128 -0.7606
H 4.5636 4.5296 -0.2886
H 2.6464 3.7869 1.2106
H 2.5959 2.1006 0.6443
H 0.4987 2.6138 1.8031
H 0.2418 4.0585 0.8151
H -0.0735 2.7330 -1.1859
H 1.0042 0.7295 -1.2325
H 0.2959 -1.4620 -1.7370
H 1.4676 -3.5674 -2.2407
H 2.9155 -4.6172 -0.5539
H 2.8903 -4.6143 2.4063
H 4.3444 -4.1670 1.5199
H 3.6904 -3.0829 2.7588
H 2.0173 -1.4522 2.1696
H -1.7679 0.3363 -0.9267
H -6.7219 0.8586 1.2987
H -6.2078 -1.2106 -0.1687
H -5.0921 -2.6646 -1.2759
H -3.7120 -3.1907 -2.1813
```

***

C18H21N3O7 | ωB97M-V with the def2-TZVPD basis set

Summary:
Relative energy (zero: lowest compared OMol25 entry of this formula, charge and spin) = 6.9211 eV
Largest force on an atom = 6.97 eV/Å
Structure (SMILES) = CC(=O)OCC[C@](C#N)(CCC(N)=O)[C@@H](C)C#N.O=C1C=C(O)C(=O)C=C1O
HOMO-LUMO gap = 0.3003 hartree
HOMO energy = -10.233 eV
LUMO energy = -0.0757 Eh

Structure (XYZ):
```
49
C18H21N3O7, DFT ωB97M-V with the def2-TZVPD basis set
C 5.8792 -0.7854 -0.8220
C 4.9878 -1.3235 -2.0726
O 5.3917 -2.3276 -2.7220
O 3.8027 -0.5951 -2.3983
C 2.6365 -1.4991 -2.4804
C 1.3417 -0.6013 -2.2148
C -0.0756 -1.3594 -2.3050
C -0.4828 -1.4403 -3.8799
N -0.7638 -1.3988 -5.0631
C -1.1287 -0.3753 -1.5232
C -2.6696 -0.8056 -1.6946
C -3.5519 0.5424 -1.4118
N -3.0818 1.4505 -0.3129
O -4.5610 0.8082 -2.1303
C -0.0889 -2.8708 -1.7642
C -0.1754 -2.9494 -0.1302
C -1.3272 -3.7575 -2.3379
N -2.3701 -4.2591 -2.7022
H 6.4001 -1.6711 -0.2878
H 6.6639 -0.0113 -1.1785
H 5.1845 -0.2097 -0.0957
H 2.6640 -1.9704 -3.5368
H 2.7503 -2.3673 -1.7160
H 1.4011 -0.1441 -1.1487
H 1.3109 0.2929 -2.9423
H -0.7818 -0.2342 -0.4405
H -1.0180 0.6497 -2.0650
H -2.9247 -1.5440 -0.8324
H -2.9515 -1.2027 -2.7291
H -2.7374 0.8991 0.4927
H -2.2737 1.9969 -0.6534
H 0.8460 -3.4913 -2.0378
H 0.0712 -4.0095 0.2508
H -1.2117 -2.6507 0.2538
H 0.6549 -2.2388 0.2580
O -2.1357 1.0908 5.6915
C -1.7374 1.9364 4.9092
C -1.2327 1.5958 3.5736
C -0.7894 2.5481 2.7512
O -0.3195 2.2454 1.5046
C -0.7862 3.9826 3.1543
O -0.3563 4.8241 2.3831
C -1.3126 4.3263 4.4794
C -1.7596 3.3743 5.3017
O -2.2540 3.6800 6.5354
H -1.2382 0.5505 3.2941
H -0.0591 3.1023 1.1100
H -1.3211 5.3732 4.7526
H -2.5088 2.8237 6.9331
```

***

C18H21N3OS | ωB97M-V with the def2-TZVPD basis set

Summary:
Relative energy (zero: lowest compared OMol25 entry of this formula, charge and spin) = 0.9822 eV
Largest force on an atom = 0.55 eV/Å
Structure (SMILES) = Cc1ccc(SCC(=O)N2CCN(c3ccccn3)CC2)cc1
HOMO-LUMO gap = 0.3161 hartree
HOMO energy = -7.855 eV
LUMO energy = 0.0274 Eh

Structure (XYZ):
```
44
C18H21N3OS, DFT ωB97M-V with the def2-TZVPD basis set
C 1.9055 6.5431 0.4765
C 1.8919 5.1285 -0.0169
C 0.7589 4.5769 -0.5966
C 0.7449 3.2722 -1.0613
C 1.8930 2.5042 -0.9582
S 2.0087 0.8216 -1.5094
C 0.6290 0.6344 -2.6948
C -0.7113 0.3816 -2.0285
O -1.6010 1.2126 -2.1080
N -0.8800 -0.7877 -1.3803
C 0.1130 -1.8082 -1.1279
C 0.4110 -1.8684 0.3775
N -0.8078 -2.0960 1.1238
C -1.1586 -3.3872 1.4260
C -2.3704 -3.7233 2.0551
C -2.6028 -5.0399 2.3865
C -1.6432 -6.0038 2.0982
C -0.4808 -5.5769 1.4855
N -0.2423 -4.3214 1.1539
C -1.7800 -1.0600 0.8655
C -2.1038 -1.0068 -0.6350
C 3.0377 3.0384 -0.3754
C 3.0311 4.3359 0.0914
H 2.2852 6.5893 1.4959
H 0.9073 6.9729 0.4541
H 2.5575 7.1531 -0.1488
H -0.1400 5.1697 -0.6863
H -0.1622 2.8779 -1.4899
H 0.5618 1.5503 -3.2812
H 0.9148 -0.1921 -3.3451
H -0.2955 -2.7749 -1.4449
H 1.0307 -1.6149 -1.6768
H 0.8443 -0.9171 0.7003
H 1.1013 -2.6831 0.5882
H -3.1090 -2.9753 2.2930
H -3.5283 -5.3174 2.8709
H -1.7971 -7.0418 2.3441
H 0.3111 -6.2715 1.2339
H -1.3447 -0.1022 1.1707
H -2.6912 -1.2201 1.4371
H -2.5492 -1.9569 -0.9499
H -2.7881 -0.1874 -0.8594
H 3.9242 2.4273 -0.2955
H 3.9244 4.7442 0.5417
```

***

C18H21N4O4STi | ωB97M-V with the def2-TZVPD basis set

Summary:
Relative energy (zero: lowest compared OMol25 entry of this formula, charge and spin) = 0.5232 eV
Largest force on an atom = 1.37 eV/Å
Spin multiplicity = 3
Net charge = +1
HOMO-LUMO gap (alpha / beta) = 0.2652 / 0.3154 hartree
HOMO energy (alpha / beta) = -10.578 / -11.963 eV
LUMO energy (alpha / beta) = -0.1235 / -0.1242 Eh

Structure (XYZ):
```
49
C18H21N4O4STi, DFT ωB97M-V with the def2-TZVPD basis set
Ti -0.1129 0.1091 -0.3151
C -2.9929 -0.9066 1.2989
C -2.1406 -1.0718 0.0755
C -1.0911 -1.9979 0.0490
C -0.2696 -2.1360 -1.0899
C 0.8318 -3.1556 -1.1452
C -0.5007 -1.2740 -2.1776
C -1.5556 -0.3476 -2.2037
C -1.8589 0.4599 -3.4273
C -2.3499 -0.2527 -1.0531
H -2.6221 -0.1043 1.9412
H -3.0117 -1.8264 1.8814
H -4.0133 -0.6498 1.0180
H -0.9419 -2.6616 0.8926
H 1.8186 -2.7043 -1.0207
H 0.8327 -3.6630 -2.1099
H 0.7013 -3.9099 -0.3705
H 0.1432 -1.3544 -3.0470
H -1.0460 0.3893 -4.1492
H -2.0284 1.5081 -3.1782
H -2.7600 0.0843 -3.9143
H -3.1531 0.4764 -1.0321
O 1.1935 3.6894 4.2697
C 2.0298 2.6667 4.2127
O 2.9868 2.5703 4.9323
C 1.7565 1.5762 3.2195
C 2.5667 0.4536 3.1754
N 2.1097 -0.3352 2.1913
N 1.0393 0.1968 1.5817
C 0.8142 1.3551 2.1932
C -0.2765 2.2437 1.6435
O -0.5899 3.2491 2.2646
O -0.7674 1.8740 0.5182
H 0.4412 3.5820 3.6339
H 3.4146 0.1870 3.7800
H 2.4476 -1.2381 1.9084
C 1.8461 4.0020 -0.0839
N 1.3704 3.7585 -1.4382
C 0.8547 4.7342 -2.2636
C 0.5452 4.1506 -3.4414
N 0.8728 2.8215 -3.3111
C 1.3735 2.5814 -2.0846
S 1.9670 1.0677 -1.5121
H 2.6154 4.7703 -0.1172
H 2.2708 3.0733 0.2881
H 1.0108 4.3193 0.5358
H 0.7581 5.7504 -1.9306
H 0.1293 4.5540 -4.3448
H 0.8122 2.1110 -4.0185
```

***

C18H21N5OS | ωB97M-V with the def2-TZVPD basis set

Summary:
Relative energy (zero: lowest compared OMol25 entry of this formula, charge and spin) = 18.9562 eV
Largest force on an atom = 18.01 eV/Å
HOMO-LUMO gap = 0.3084 hartree
HOMO energy = -8.274 eV
LUMO energy = 0.0043 Eh

Structure (XYZ):
```
46
C18H21N5OS, DFT ωB97M-V with the def2-TZVPD basis set
C -1.2469 2.7405 4.5499
N -1.8194 2.1433 3.3862
C -1.8035 0.7526 3.0867
N -2.2967 0.7031 1.7178
N -2.7346 1.9657 1.2194
N -2.2198 2.8085 2.1664
S -1.0373 -0.3596 3.8473
C -1.2428 -1.9632 2.7329
C 0.1550 -2.0741 2.0449
N 0.5158 -0.6803 1.4619
H -0.0320 -0.6399 0.8445
C 1.8720 -0.9017 0.8162
C 1.8886 -1.6950 -0.3427
C 2.8393 -2.9554 0.0702
C 2.7942 -3.9600 -1.0302
C 2.3656 -3.6783 -2.2297
C 1.4560 -2.4394 -2.4827
C 1.4435 -1.5511 -1.4871
O 0.5788 -0.5327 -1.4421
C 0.2013 -0.1450 -2.7951
C -0.5236 1.1776 -2.8206
C -1.1084 1.5691 -1.7232
C -1.7367 2.8435 -1.5763
C -1.2894 3.8548 -2.6012
C -0.7834 3.2169 -3.6085
C -0.1694 2.1978 -3.6522
H 0.4784 2.0423 -4.6421
H -0.3618 4.0726 -4.2957
H -1.7471 4.8831 -2.6284
H -2.4371 3.2451 -0.8197
H -1.6105 0.7913 -0.9055
H -0.8324 -0.9305 -3.1198
H 0.8461 -0.2358 -3.5688
H 0.9204 -2.4265 -3.4639
H 2.3051 -4.4568 -3.0177
H 3.5601 -4.8917 -0.6367
H 3.1553 -3.1254 0.9200
H 2.8363 -0.7726 1.7217
H 2.0680 0.2314 0.4475
H 0.3367 -2.9295 1.4022
H 1.0365 -2.0257 2.8893
H -1.1038 -2.7665 3.3239
H -1.8881 -1.6614 1.9510
H -0.2670 2.4448 4.5905
H -1.9297 2.2507 5.2665
H -1.4318 3.8635 4.4331
```